C35H40N4O3S2V | ωB97M-V with the def2-TZVPD basis set

XYZ file:
```
85
Properties=species:S:1:pos:R:3:mulliken_charge:R:1
V 0.415 0.687 -0.570 0.844
O -0.071 0.126 -1.990 -0.126
C -0.252 -0.902 -2.785 0.825
C -0.919 -0.841 -4.006 -0.592
C -1.085 -1.990 -4.763 -0.694
C -0.559 -3.203 -4.332 -0.710
C 0.111 -3.281 -3.127 -0.829
C 0.270 -2.146 -2.323 0.368
C 1.008 -2.184 -1.100 -0.138
N 1.157 -1.156 -0.321 0.636
N 2.000 -1.222 0.696 -1.142
C 2.270 -0.033 1.160 0.736
O 1.614 0.953 0.609 -0.412
C 3.304 0.144 2.157 0.304
C 3.436 1.340 2.870 0.059
C 4.467 1.482 3.776 -0.661
C 5.379 0.453 3.966 -0.476
C 5.258 -0.732 3.251 -0.710
C 4.225 -0.893 2.353 -0.560
H -1.287 0.111 -4.360 0.612
H -1.617 -1.940 -5.700 0.457
H -0.670 -4.084 -4.942 0.439
H 0.527 -4.217 -2.788 0.447
H 1.526 -3.105 -0.839 0.470
H 2.719 2.134 2.724 0.082
H 4.570 2.398 4.336 0.456
H 6.188 0.575 4.669 0.419
H 5.973 -1.526 3.389 0.418
H 4.120 -1.792 1.768 0.476
C 1.006 6.278 3.122 -1.335
C 2.273 5.428 3.112 -0.088
C 2.870 5.188 1.721 -1.290
C 2.025 4.324 0.788 -0.046
N 0.877 5.066 0.307 -0.105
C -0.076 4.591 -0.480 0.611
S -0.029 3.008 -1.162 -0.400
N -1.071 5.395 -0.837 -0.145
C -2.305 5.008 -1.487 -1.025
C -3.468 4.979 -0.488 0.511
C -3.755 6.340 0.155 -0.630
C -4.175 7.393 -0.866 -1.248
H 0.749 6.547 4.144 0.434
H 0.156 5.742 2.704 0.215
H 1.161 7.205 2.573 0.319
H 2.067 4.475 3.603 0.177
H 3.031 5.941 3.705 0.413
H 3.833 4.691 1.848 0.406
H 3.066 6.148 1.235 0.573
H 1.667 3.419 1.301 -0.148
H 2.632 4.013 -0.070 0.330
H 0.850 6.043 0.579 0.349
H -1.074 6.340 -0.475 0.353
H -2.173 4.019 -1.927 0.200
H -2.509 5.723 -2.285 0.479
H -3.248 4.240 0.291 -0.441
H -4.358 4.648 -1.026 0.462
H -2.883 6.689 0.717 0.259
H -4.562 6.213 0.878 0.413
H -3.337 7.724 -1.475 0.294
H -4.584 8.262 -0.358 0.408
H -4.942 6.992 -1.524 0.299
O -1.066 0.430 0.567 -0.396
S -2.113 1.530 0.872 1.100
C -3.473 1.072 -0.225 0.955
C -3.175 1.024 -1.580 -0.247
C -4.162 0.666 -2.481 -1.116
C -5.449 0.405 -2.034 -0.698
C -5.745 0.492 -0.684 -0.878
C -4.760 0.832 0.229 -0.360
C -2.764 0.970 2.447 0.030
C -2.842 1.889 3.482 -0.393
C -3.371 1.489 4.697 -0.744
C -3.823 0.189 4.860 -0.552
C -3.711 -0.730 3.828 -0.803
C -3.168 -0.347 2.615 -0.086
H -2.178 1.272 -1.921 0.346
H -3.936 0.594 -3.533 0.477
H -6.221 0.145 -2.741 0.429
H -6.748 0.298 -0.336 0.460
H -4.999 0.900 1.278 0.556
H -2.503 2.904 3.336 0.503
H -3.434 2.197 5.508 0.452
H -4.261 -0.108 5.799 0.434
H -4.061 -1.741 3.959 0.450
H -3.069 -1.052 1.805 0.480
```

Output
* <S²>: 0.762
* multiplicity: 2
* HOMO energy (alpha / beta): -13.40 / -13.44 eV
* LUMO level (alpha / beta): -0.2483 / -0.2397 Eh
* total charge: +2
* ΔE to the lowest compared entry with this formula, charge and spin: 142.7 kJ/mol
* largest force on an atom: 4.60 eV/Å

C30H29O5P2Sn | ωB97M-V with the def2-TZVPD basis set

XYZ file:
```
67
Properties=species:S:1:pos:R:3:mulliken_charge:R:1
Sn -0.380 0.010 0.218 0.592
O -2.541 4.530 -0.186 -0.453
C -1.703 3.497 -0.129 0.381
O -1.518 2.832 0.856 -0.513
C -1.036 3.279 -1.465 -0.527
O 0.002 2.329 -1.331 -0.211
C 0.414 1.781 -2.587 -0.584
C -0.207 0.407 -2.863 0.646
O -0.457 0.065 -3.988 -0.637
O -0.392 -0.363 -1.812 -0.355
H -2.981 4.611 0.675 0.392
H -0.646 4.236 -1.824 0.358
H -1.799 2.941 -2.175 0.476
H 1.500 1.676 -2.543 0.189
H 0.169 2.451 -3.410 0.473
C 2.384 -2.611 0.311 -1.126
C 2.851 -1.451 1.186 -1.488
P 2.327 0.154 0.456 1.373
C 2.666 1.415 1.696 0.329
C 2.151 2.691 1.474 -0.141
C 2.385 3.701 2.391 -0.751
C 3.122 3.440 3.539 -0.516
C 3.630 2.170 3.767 -0.732
C 3.409 1.159 2.845 -0.559
C 3.452 0.387 -0.934 0.736
C 3.152 -0.257 -2.136 -0.290
C 4.025 -0.164 -3.209 -0.951
C 5.190 0.582 -3.087 -0.686
C 5.484 1.232 -1.897 -0.667
C 4.619 1.137 -0.818 -0.955
P 0.551 -2.651 0.209 0.603
C 0.071 -3.559 1.703 0.830
C 0.203 -4.946 1.779 -0.517
C -0.118 -5.611 2.950 -0.677
C -0.570 -4.898 4.054 -0.488
C -0.709 -3.521 3.983 -0.711
C -0.395 -2.854 2.808 -0.277
C 0.164 -3.692 -1.209 0.548
C -1.102 -3.590 -1.777 -0.473
C -1.447 -4.388 -2.853 -0.757
C -0.527 -5.284 -3.378 -0.468
C 0.742 -5.382 -2.826 -0.742
C 1.088 -4.590 -1.743 -0.259
H 2.757 -3.557 0.710 0.746
H 2.783 -2.505 -0.701 0.614
H 3.942 -1.457 1.266 0.618
H 2.444 -1.529 2.199 0.557
H 1.562 2.891 0.585 0.336
H 1.987 4.691 2.216 0.436
H 3.298 4.229 4.258 0.401
H 4.204 1.966 4.661 0.432
H 3.825 0.177 3.030 0.359
H 2.232 -0.826 -2.240 0.519
H 3.789 -0.662 -4.138 0.491
H 5.868 0.662 -3.926 0.414
H 6.390 1.816 -1.809 0.445
H 4.849 1.651 0.107 0.453
H 0.540 -5.508 0.917 0.389
H -0.020 -6.686 3.003 0.420
H -0.823 -5.420 4.966 0.394
H -1.072 -2.966 4.837 0.411
H -0.526 -1.777 2.760 0.195
H -1.818 -2.873 -1.394 0.314
H -2.431 -4.300 -3.293 0.428
H -0.797 -5.902 -4.224 0.413
H 1.463 -6.076 -3.237 0.428
H 2.081 -4.681 -1.319 0.367
```

Output
* multiplicity: 1
* HOMO energy: -11.31 eV
* LUMO level: -0.0971 Eh
* total charge: +1
* ΔE to the lowest compared entry with this formula, charge and spin: 46.5 kJ/mol
* largest force on an atom: 0.26 eV/Å

C22H34FIrN5O8 | ωB97M-V with the def2-TZVPD basis set

XYZ file:
```
71
Properties=species:S:1:pos:R:3:mulliken_charge:R:1
O -5.305 -2.474 -0.160 -0.630
H -4.853 -2.031 0.602 0.482
Ir -3.251 -0.442 -1.133 1.036
N -2.932 0.453 -2.768 0.648
N -5.014 0.037 -1.670 0.431
O -1.666 0.717 -3.262 -0.582
O -6.130 -0.203 -0.919 -0.647
C -3.976 0.885 -3.516 0.438
C -5.200 0.631 -2.879 0.274
C -3.717 1.564 -4.800 -1.507
C -6.561 0.959 -3.343 -1.491
H -3.154 0.937 -5.499 0.322
H -3.166 2.502 -4.670 0.315
H -4.675 1.804 -5.271 0.386
H -7.265 0.998 -2.505 0.380
H -6.929 0.219 -4.068 0.267
H -6.545 1.926 -3.854 0.411
H -1.071 0.399 -2.532 0.566
H -5.981 -1.178 -0.589 0.532
O -3.780 2.362 0.723 -0.587
H -4.151 3.084 0.177 0.282
H -4.543 1.777 0.889 0.304
C -4.150 -2.769 -1.072 -0.492
H -3.376 -3.296 -0.503 0.321
H -3.741 -1.941 -1.768 0.123
H -4.583 -3.485 -1.785 0.386
O -0.309 -2.821 -4.438 -0.618
H -1.101 -2.387 -4.803 0.309
H -0.500 -2.936 -3.491 0.311
F 3.621 -0.971 -1.738 -0.376
C 2.901 -0.469 -0.678 0.778
C 1.531 -0.438 -0.806 -1.158
C 0.745 -0.090 0.316 0.560
C -0.685 -0.208 0.306 1.049
O -1.260 -0.399 -0.855 -1.146
C -1.373 -0.082 1.548 -0.133
C -0.699 0.461 2.627 -1.041
N 0.614 0.825 2.565 0.153
C 1.181 1.563 3.620 -0.317
C 0.288 2.480 4.401 -0.677
C 0.791 1.226 5.022 -0.597
C 1.391 0.378 1.486 0.279
C 2.785 0.345 1.586 -0.701
C 3.577 -0.109 0.512 -0.824
N 4.963 -0.248 0.708 0.147
C 5.384 -0.983 1.894 -0.564
C 6.752 -0.518 2.357 -0.657
N 7.653 -0.597 1.187 -0.109
C 7.242 0.172 -0.003 -0.993
C 5.871 -0.346 -0.415 -0.683
C -2.764 -0.563 1.817 0.393
O -3.146 -0.711 2.975 -0.689
O -3.560 -0.847 0.800 -0.751
H 1.045 -0.716 -1.737 0.530
H -1.198 0.650 3.572 0.790
H 2.200 1.913 3.472 0.712
H 0.747 3.407 4.733 0.278
H -0.767 2.527 4.131 0.244
H 0.076 0.417 5.167 0.248
H 1.576 1.329 5.767 0.291
H 3.273 0.631 2.519 0.199
H 5.421 -2.072 1.675 0.140
H 4.648 -0.834 2.691 0.436
H 6.756 0.521 2.690 0.356
H 7.145 -1.159 3.147 0.363
H 8.592 -0.307 1.459 0.359
H 7.661 -1.574 0.891 0.412
H 7.975 0.020 -0.797 0.433
H 7.222 1.224 0.285 0.361
H 5.961 -1.402 -0.744 0.426
H 5.489 0.258 -1.247 0.509
```

Output
* <S²>: 6.046
* multiplicity: 5
* HOMO energy (alpha / beta): -6.95 / -9.98 eV
* LUMO level (alpha / beta): -0.1071 / -0.1553 Eh
* total charge: +1
* largest force on an atom: 4.63 eV/Å

C49H43BrN5O6SSiTi | ωB97M-V with the def2-TZVPD basis set

XYZ file:
```
107
Properties=species:S:1:pos:R:3:mulliken_charge:R:1
Ti 1.079 1.407 0.747 -0.762
O 0.480 -1.533 3.501 -0.659
C 0.706 -1.053 2.215 1.256
O 0.411 0.281 2.117 -0.557
C 2.167 -1.215 1.816 -1.100
C 2.997 -2.309 1.935 -0.544
C 4.277 -2.201 1.404 -0.757
C 4.698 -1.026 0.784 -0.753
C 3.806 0.010 0.703 0.500
N 2.578 -0.106 1.202 0.480
C 4.027 1.387 0.139 -0.112
O 5.074 1.684 -0.385 -0.744
O 2.979 2.148 0.337 -0.426
H -0.354 -1.144 3.803 0.489
H 2.649 -3.210 2.427 0.648
H 4.959 -3.040 1.480 0.461
H 5.694 -0.902 0.377 0.589
C 2.610 2.437 -5.513 -1.052
C 1.258 1.789 -5.235 -0.607
N 1.266 0.862 -4.081 0.267
C 1.314 -0.578 -4.387 -0.828
C 2.733 -1.135 -4.477 -1.013
C 1.254 1.343 -2.825 0.353
S 1.399 0.212 -1.519 -0.301
N 1.196 2.689 -2.754 -0.106
C 0.989 3.338 -1.630 -0.466
O 0.740 2.830 -0.504 0.310
C 1.009 4.826 -1.680 0.578
C 1.046 5.550 -0.489 -0.020
C 1.032 6.937 -0.519 -0.911
C 0.973 7.603 -1.738 -0.469
C 0.940 6.881 -2.925 -0.707
C 0.962 5.495 -2.897 -0.382
H 2.536 3.082 -6.394 0.350
H 3.379 1.685 -5.705 0.336
H 2.919 3.042 -4.661 0.245
H 0.941 1.204 -6.095 0.413
H 0.512 2.554 -5.053 0.407
H 0.789 -0.720 -5.328 0.450
H 0.760 -1.098 -3.618 0.406
H 3.304 -0.640 -5.267 0.339
H 2.704 -2.207 -4.699 0.420
H 3.255 -0.991 -3.528 0.186
H 1.095 5.016 0.451 0.380
H 1.064 7.498 0.408 0.435
H 0.954 8.686 -1.763 0.378
H 0.895 7.402 -3.875 0.419
H 0.938 4.917 -3.814 0.372
Br -5.853 -0.671 -2.275 -0.224
C -4.366 0.110 -1.396 -0.325
C -3.167 -0.576 -1.329 -0.694
C -2.092 -0.006 -0.661 1.034
C -2.190 1.238 -0.040 -0.657
C -3.400 1.924 -0.160 -0.675
C -4.484 1.363 -0.825 -0.801
N -1.105 1.766 0.704 1.968
C -1.336 2.734 1.572 -0.985
C -0.298 3.334 2.310 0.193
C -0.533 4.408 3.196 -0.998
C 0.505 4.980 3.869 -0.562
C 1.823 4.486 3.684 -0.989
C 2.013 3.446 2.829 -0.476
N 0.991 2.865 2.145 1.824
H -3.066 -1.558 -1.781 0.561
H -1.177 -0.559 -0.583 0.050
H -3.508 2.921 0.247 0.486
H -5.418 1.907 -0.899 0.451
H -2.341 3.075 1.769 0.275
H -1.550 4.765 3.317 0.497
H 0.327 5.814 4.540 0.438
H 2.669 4.918 4.204 0.458
H 2.996 3.042 2.640 0.503
O -0.065 -1.797 1.252 0.937
Si -1.118 -3.088 1.451 -0.995
C -1.137 -3.931 -0.218 0.827
C -2.189 -4.786 -0.584 -0.396
C -2.189 -5.453 -1.804 -0.710
C -1.121 -5.293 -2.678 -0.618
C -0.064 -4.462 -2.330 -0.752
C -0.075 -3.779 -1.115 0.139
C -2.752 -2.364 1.922 1.231
C -3.891 -3.160 2.098 -0.511
C -5.134 -2.584 2.326 -0.903
C -5.258 -1.199 2.383 -0.823
C -4.134 -0.394 2.237 -0.790
C -2.890 -0.974 2.011 0.170
C -0.585 -4.359 2.702 0.944
C -1.029 -4.327 4.029 -0.151
C -0.565 -5.247 4.961 -0.756
C 0.358 -6.218 4.579 -0.544
C 0.795 -6.280 3.261 -0.762
C 0.321 -5.360 2.330 -0.371
H -3.030 -4.932 0.091 0.182
H -3.020 -6.097 -2.071 0.408
H -1.112 -5.819 -3.625 0.381
H 0.776 -4.344 -3.003 0.470
H 0.755 -3.130 -0.863 0.211
H -3.810 -4.245 2.070 0.376
H -6.009 -3.213 2.454 0.417
H -6.232 -0.749 2.535 0.408
H -4.225 0.685 2.280 0.541
H -2.021 -0.332 1.871 -0.007
H -1.749 -3.570 4.338 0.308
H -0.922 -5.210 5.986 0.412
H 0.734 -6.925 5.310 0.385
H 1.495 -7.051 2.955 0.418
H 0.656 -5.425 1.294 0.380
```

Output
* <S²>: 0.768
* multiplicity: 2
* HOMO energy (alpha / beta): -6.03 / -8.15 eV
* LUMO level (alpha / beta): -0.0241 / -0.0251 Eh
* ΔE to the lowest compared entry with this formula, charge and spin: 149.8 kJ/mol
* largest force on an atom: 1.62 eV/Å

C16H18AuN5OS2 | ωB97M-V with the def2-TZVPD basis set

XYZ file:
```
43
Properties=species:S:1:pos:R:3:mulliken_charge:R:1
Au -0.482 -0.146 -0.695 0.936
C -3.014 -0.206 -5.328 -0.786
S -2.065 1.281 -4.873 0.035
C -1.158 0.632 -3.511 0.514
S -2.125 0.615 -2.067 -0.234
N 0.065 0.281 -3.610 -1.148
N 0.571 -0.177 -2.405 0.498
C 1.816 -0.459 -2.318 -0.107
C 2.300 -1.099 -1.100 0.805
C 3.612 -1.481 -0.935 -0.761
C 3.967 -2.137 0.243 -0.360
C 2.995 -2.390 1.190 -0.798
C 1.690 -1.968 0.949 -0.086
N 1.353 -1.340 -0.169 -0.305
H -3.647 0.103 -6.157 0.332
H -3.641 -0.542 -4.506 0.299
H -2.341 -0.993 -5.657 0.313
H 2.465 -0.259 -3.165 0.480
H 4.342 -1.277 -1.707 0.440
H 4.992 -2.442 0.408 0.484
H 3.228 -2.910 2.108 0.429
H 0.902 -2.148 1.669 0.467
C 2.751 2.167 1.952 -1.356
C 1.409 1.887 1.343 0.720
O 1.280 1.422 0.208 -0.495
N 0.327 2.163 2.103 0.039
C -1.024 2.134 1.571 -1.729
C -1.768 0.845 1.841 1.312
C -2.567 0.709 2.962 -0.771
C -3.308 -0.444 3.159 -0.304
C -3.245 -1.456 2.214 -0.698
C -2.428 -1.285 1.120 -0.151
N -1.698 -0.164 0.944 -0.164
H 3.529 1.935 1.232 0.328
H 2.893 1.564 2.851 0.367
H 2.829 3.217 2.238 0.412
H 0.473 2.539 3.026 0.272
H -0.971 2.299 0.495 0.336
H -1.582 2.961 2.005 0.590
H -2.614 1.521 3.675 0.491
H -3.940 -0.546 4.032 0.441
H -3.823 -2.364 2.313 0.460
H -2.348 -2.042 0.353 0.454
```

Output
* multiplicity: 1
* HOMO energy (alpha / beta): -14.57 / -14.57 eV
* LUMO level (alpha / beta): -0.2836 / -0.2836 Eh
* total charge: +2
* ΔE to the lowest compared entry with this formula, charge and spin: 0.0 kJ/mol
* largest force on an atom: 1.13 eV/Å

Q: Which energy values were calculated for the entries above? A: -3542.35736 -2433.67068 -1938.11082 -6729.70926 -1901.03759, in a.u..